# 1
The following is a DFT calculation (ωB97M-V/def2-TZVPD) of a molecular structure, C29H33N7OPt.

Output
**E_tot**: -46317.258 eV
**Total charge**: +2
**HOMO-LUMO gap (spin up / spin down)**: 6.85 / 6.03 eV
**Relative energy (zero: lowest compared OMol25 entry of this formula, charge and spin)**: 45.9 kJ/mol
**E_HOMO (spin up / spin down)**: -0.4219 / -0.4992 hartree
**Multiplicity**: 5
**E_LUMO (spin up / spin down)**: -0.170 / -0.278 Eh

Atoms and positions in Å:
Pt 0.37 0.40 -0.10
C 0.37 3.60 -0.59
N 1.27 2.44 -0.83
C 1.63 2.25 -2.25
C 0.61 1.35 -2.88
N 0.00 0.43 -2.19
C -0.85 -0.25 -3.06
C -1.74 -1.30 -2.83
C -2.45 -1.76 -3.91
C -2.29 -1.20 -5.19
C -1.41 -0.16 -5.43
C -0.70 0.30 -4.32
N 0.24 1.33 -4.17
C -0.83 3.21 0.21
N -1.35 2.01 0.16
C -2.55 2.09 0.88
C -3.54 1.13 1.07
C -4.65 1.52 1.79
C -4.78 2.82 2.31
C -3.81 3.78 2.11
C -2.70 3.38 1.37
N -1.58 4.07 0.92
H 0.01 3.95 -1.56
H 0.91 4.42 -0.13
H 2.11 2.52 -0.28
H 2.61 1.77 -2.29
H 1.70 3.19 -2.79
H -1.87 -1.72 -1.84
H -3.16 -2.57 -3.79
H -2.86 -1.59 -6.02
H -1.29 0.27 -6.41
H 0.57 1.94 -4.90
H -3.45 0.14 0.65
H -5.46 0.81 1.95
H -5.67 3.08 2.87
H -3.93 4.79 2.48
H -1.39 5.05 1.06
C 0.78 -3.15 3.44
C 1.54 -2.38 2.37
C 2.98 -2.15 2.77
O 0.95 -1.03 2.21
H 1.35 -4.05 3.67
H -0.21 -3.45 3.13
H 0.71 -2.55 4.35
H 1.48 -2.88 1.41
H 3.03 -1.61 3.71
H 3.52 -1.57 2.01
H 3.48 -3.11 2.90
C -2.79 -1.97 2.61
C -2.26 -0.85 3.27
C -1.14 -0.22 2.81
C -0.33 -0.85 1.73
C -0.96 -1.98 1.00
C -2.12 -2.50 1.45
H -3.72 -2.41 2.93
H -2.78 -0.44 4.13
H -0.75 0.67 3.28
H -0.44 -2.43 0.16
H -2.55 -3.35 0.94
C 5.36 -2.25 -1.41
N 4.42 -1.27 -0.84
C 4.72 -0.27 0.04
C 3.54 0.35 0.32
N 2.53 -0.25 -0.40
C 3.10 -1.23 -1.08
H 6.37 -1.95 -1.12
H 5.29 -2.25 -2.49
H 5.16 -3.24 -1.02
H 5.72 -0.10 0.40
H 3.36 1.15 1.02
H 2.59 -1.90 -1.75

=====

# 2
The following is a DFT calculation (ωB97M-V/def2-TZVPD) of 3 unconnected molecules or ions with the total composition C4H13NO2 at a distorted geometry.

Output
**E_tot**: -9940.630 eV
**Total charge**: -1
**HOMO-LUMO gap (spin up / spin down)**: 2.03 / 9.15 eV
**Relative energy (zero: lowest compared OMol25 entry of this formula, charge and spin)**: 209.1 kJ/mol
**E_HOMO (spin up / spin down)**: 0.0421 / -0.2215 hartree
**Multiplicity**: 2
**E_LUMO (spin up / spin down)**: 0.117 / 0.115 Eh

Atoms and positions in Å:
C -2.66 -1.66 0.58
C -1.49 -2.57 0.87
C -1.50 -3.93 0.92
C -0.02 -0.54 0.39
N -0.29 -1.74 1.24
H -3.67 -2.04 0.83
H -2.78 -1.44 -0.47
H -2.63 -0.75 1.18
H -2.41 -4.40 0.57
H -0.74 -4.64 0.98
H -0.60 0.45 0.51
H 0.01 -0.79 -0.68
H 0.93 -0.20 0.85
H -0.29 -1.28 2.22
H 4.06 4.63 -3.13
H 3.88 4.56 -1.56
O 3.94 5.17 -2.32
H 2.30 4.45 -0.72
H 1.76 3.28 -1.51
O 2.21 3.48 -0.75

=====

# 3
The following is a DFT calculation (ωB97M-V/def2-TZVPD) of a molecular structure, C31H32N8O4S3SeSr.

Output
**E_tot**: -151472.474 eV
**Total charge**: -2
**HOMO-LUMO gap**: 3.68 eV
**Relative energy (zero: lowest compared OMol25 entry of this formula, charge and spin)**: 104.7 kJ/mol
**E_HOMO**: -0.0345 hartree
**Multiplicity**: 1
**E_LUMO**: 0.101 Eh

Atoms and positions in Å:
Sr 0.10 -0.49 0.24
N 0.85 2.07 1.01
C -0.23 2.77 1.72
C -1.63 2.47 1.15
O -2.46 3.40 1.22
N -1.77 1.24 0.69
C -3.07 0.95 0.10
C -2.98 -0.10 -1.02
O -3.84 -0.05 -1.91
O -2.01 -0.92 -0.97
H 1.73 2.16 1.49
H 0.96 2.47 0.09
H -0.11 3.86 1.71
H -0.21 2.46 2.76
H -3.54 1.84 -0.32
H -3.77 0.56 0.86
C -1.03 -5.02 2.37
C -0.19 -3.86 1.87
S -0.57 -2.30 2.61
C 0.76 -4.11 0.94
C 0.95 -5.53 0.45
S 1.88 -2.92 0.24
H -1.78 -4.65 3.06
H -0.41 -5.76 2.89
H -1.54 -5.53 1.55
H 1.13 -6.22 1.28
H 1.81 -5.58 -0.22
H 0.08 -5.89 -0.10
Se 5.24 3.02 -5.66
N 3.47 2.94 -5.43
C 3.25 2.26 -4.34
C 1.92 1.97 -3.82
C 0.76 2.40 -4.46
C -0.46 2.07 -3.92
C -0.49 1.32 -2.74
N 0.61 0.92 -2.12
C 1.80 1.24 -2.64
C 3.00 0.76 -1.91
N 2.80 0.09 -0.77
C 3.85 -0.38 -0.12
C 5.17 -0.18 -0.55
C 5.38 0.53 -1.70
C 4.28 1.02 -2.41
C 4.43 1.78 -3.64
N 5.58 2.07 -4.18
H 0.84 2.97 -5.38
H -1.39 2.37 -4.38
H -1.43 1.01 -2.30
H 3.64 -0.94 0.78
H 5.98 -0.59 0.04
H 6.38 0.72 -2.08
C -1.34 -0.31 5.38
C -0.04 0.45 5.19
C 1.20 -0.33 5.64
N 1.56 -1.40 4.74
C 2.52 -1.31 3.82
S 3.33 0.09 3.39
N 2.82 -2.54 3.22
C 2.91 -3.73 3.89
O 2.87 -4.81 3.34
C 3.18 -3.68 5.38
C 4.08 -2.77 5.95
C 4.35 -2.83 7.30
C 3.72 -3.77 8.11
C 2.83 -4.67 7.54
C 2.57 -4.63 6.18
H -2.19 0.31 5.08
H -1.48 -0.58 6.44
H -1.38 -1.22 4.78
H -0.07 1.39 5.75
H 0.09 0.71 4.14
H 1.03 -0.76 6.63
H 2.06 0.34 5.69
H 0.85 -2.12 4.50
H 2.70 -2.61 2.18
H 4.55 -2.03 5.32
H 5.05 -2.12 7.74
H 3.93 -3.80 9.17
H 2.33 -5.41 8.16
H 1.89 -5.34 5.72